[1]
Molecular formula: C8H26FFeO5S3
Method: DFT, wB97M-V/def2-TZVPD

Results
- HOMO energy (spin up / spin down): -0.42054 / -0.37183 Ha
- E_LUMO (spin up / spin down): -2.1 / -2.1 eV
- Energy above the lowest of the compared OMol25 structures with the same formula, charge and spin: 0.0 kcal/mol

Geometry as ORCA input:
```
! RIJCOSX wB97M-V def2-TZVPD def2/J DEFGRID3
* xyz 1 5
Fe 0.7773 -0.1573 -0.7767
F 1.8002 0.0789 -2.3744
C 0.3042 2.3902 1.0569
O 0.9132 1.8873 -0.1278
H 0.0314 3.4443 0.9748
H -0.6023 1.8345 1.2767
H 0.9898 2.3031 1.9044
H 1.5524 2.5334 -0.4409
C 0.1152 -2.8362 -2.4639
O 0.6222 -2.3854 -1.2134
H -0.4822 -2.0474 -2.9171
H 0.8998 -3.1255 -3.1639
H -0.5675 -3.6876 -2.3743
H 0.8068 -3.1623 -0.6802
C 4.1079 1.0334 1.4145
S 3.5741 -0.6690 1.3210
O 2.4584 -0.7203 0.3367
C 2.8115 -0.7075 2.9499
H 4.8506 1.2328 2.1876
H 3.2434 1.6695 1.6172
H 4.5433 1.3786 0.4771
H 2.0987 0.1043 3.0866
H 3.6214 -0.6965 3.6787
H 2.2609 -1.6430 3.0428
C -3.2651 1.6063 -2.0579
S -1.4727 1.5285 -2.0777
O -1.1701 0.1618 -1.4692
C -1.2789 1.2219 -3.8295
H -3.6620 0.6378 -2.3574
H -3.5617 2.3547 -2.7928
H -3.5986 1.8968 -1.0653
H -1.7596 1.9833 -4.4378
H -1.7358 0.2522 -4.0450
H -0.2188 1.0571 -4.0270
C -2.6344 -1.3700 0.8203
S -1.0800 -1.6590 1.6703
O -0.1013 -0.7207 1.0146
C -1.5104 -0.8673 3.2092
H -2.8297 -0.3011 0.7449
H -3.4591 -1.7872 1.3986
H -2.5505 -1.8062 -0.1707
H -1.6570 0.2077 3.1376
H -0.7613 -1.1093 3.9629
H -2.4236 -1.3396 3.5799
*
```

=====

[2]
Molecular formula: C34H27Cl2CoN8O2Se
Method: DFT, wB97M-V/def2-TZVPD

Results
- HOMO energy (spin up / spin down): -0.09509 / -0.10254 Ha
- E_LUMO (spin up / spin down): 1.8 / 1.8 eV

Geometry as ORCA input:
```
! RIJCOSX wB97M-V def2-TZVPD def2/J DEFGRID3
* xyz -1 4
Co 0.6579 0.1696 0.1147
C 2.6017 0.8261 -0.6739
H 2.6335 1.9364 -0.7105
H 3.4126 0.4134 -0.0647
Cl -1.3963 -6.3383 -0.4868
C -0.7875 -4.8816 0.3009
Cl 0.9553 -4.9826 0.5801
H -1.2717 -4.7460 1.2718
H -1.0212 -4.0658 -0.4119
Se -2.7018 0.8139 0.4922
N -3.1830 2.4539 -0.0309
C -2.1228 3.2395 -0.2207
C -2.2335 4.6321 -0.6486
C -1.0480 5.0628 -1.2456
C 0.1094 4.3070 -1.2606
N 0.3012 3.1411 -0.6003
C -0.8113 2.5316 -0.2102
N -0.9372 1.2659 0.2686
H -3.0252 5.3050 -0.2494
H -0.9954 5.9708 -1.8039
H 1.0298 4.6757 -1.7354
N 1.2802 0.6494 6.9633
C 1.0654 0.2315 8.2969
C 0.8467 0.9044 9.4592
C 0.5195 0.1274 10.6139
C 0.4277 -1.2708 10.5496
C 0.7265 -1.9104 9.3595
C 1.0381 -1.1991 8.2078
N 1.0450 -1.6101 6.8986
C 1.1737 -0.4952 6.1926
C 1.1853 -0.3980 4.7039
C 1.1539 -1.5222 3.8708
C 1.2991 -1.3633 2.4890
N 1.4440 -0.1316 1.9155
C 1.5379 0.9454 2.7363
C 1.3702 0.8610 4.0987
H 1.2849 1.6183 6.7025
H 0.8727 2.0081 9.5478
H 0.2376 0.6358 11.5527
H 0.0675 -1.8360 11.4257
H 0.4964 -2.9673 9.2847
H 1.0980 -2.5384 4.2013
H 1.3454 -2.1872 1.7804
H 1.6820 1.8788 2.2813
H 1.1741 1.7545 4.6669
O 2.8383 0.3700 -2.0724
C 1.6979 -0.1030 -2.5256
N 1.5734 -0.3281 -3.8524
C 0.1471 -0.4957 -4.2430
C -0.4144 -0.8112 -2.7592
O -1.4624 -1.2897 -2.4135
N 0.6281 -0.3925 -1.8258
C -0.5723 0.8145 -4.8116
C -1.3488 1.6799 -3.9887
C -2.0899 2.7159 -4.4859
C -2.0611 2.9077 -5.8722
C -1.3068 2.0526 -6.7071
C -0.5283 1.0155 -6.1711
C -0.0983 -1.7099 -5.1535
C 0.8246 -2.6971 -5.4418
C 0.4471 -3.8139 -6.1682
C -0.8393 -3.9185 -6.7411
C -1.8041 -2.9593 -6.4409
C -1.4098 -1.8974 -5.6520
H 2.3363 0.0120 -4.4364
H -1.4097 1.4976 -2.9186
H -2.6534 3.3817 -3.8086
H -2.6360 3.6682 -6.3742
H -1.2398 2.2953 -7.8145
H 0.0489 0.3917 -6.8791
H 1.8374 -2.6087 -5.0518
H 1.1193 -4.6634 -6.3013
H -1.0883 -4.7453 -7.3813
H -2.8258 -2.9971 -6.8588
H -2.2476 -1.2872 -5.3231
*
```